<1>
{
  "formula": "C6H10N",
  "method": "the ωB97M-V functional and the def2-TZVPD basis",
  "orbital_gap_ev": 9.7,
  "lumo_ev": -3.6,
  "smiles": "C[C@H]1[C@H]2[C@]13C[C@@]23[NH3+]",
  "charge": 1,
  "symbols": ["C", "C", "C", "C", "C", "C", "N", "H", "H", "H", "H", "H", "H", "H", "H", "H", "H"],
  "coordinates": [[-2.403, -0.245, -0.288], [-1.016, 0.194, -0.060], [-0.152, -0.573, 0.979], [0.145, -0.909, -0.447], [1.530, -1.299, -0.390], [1.323, -0.249, 0.734], [1.753, 1.180, 0.333], [-2.797, -0.663, 0.621], [-2.571, -1.000, -1.115], [-3.118, 0.537, -0.581], [-0.691, 1.264, -0.332], [-0.616, -1.038, 1.766], [1.829, -2.206, -0.007], [2.204, -0.902, -1.119], [0.935, 1.499, -0.082], [2.487, 1.122, -0.367], [1.985, 1.824, 1.106]]
}

<2>
{
  "formula": "C6H10N",
  "method": "the ωB97M-V functional and the def2-TZVPD basis",
  "orbital_gap_ev": 10.3,
  "lumo_ev": -5.0,
  "smiles": "CC(C)C=C=C=[NH2+]",
  "charge": 1,
  "symbols": ["C", "C", "C", "C", "C", "C", "N", "H", "H", "H", "H", "H", "H", "H", "H", "H", "H"],
  "coordinates": [[0.780, 1.281, -0.199], [1.002, -0.165, -0.384], [2.115, -0.775, 0.475], [-0.225, -0.943, -0.060], [-1.178, -0.545, 0.760], [-2.240, 0.025, 0.438], [-3.277, 0.460, -0.139], [0.433, 1.441, 0.723], [0.026, 1.555, -0.906], [1.751, 1.845, -0.440], [1.175, -0.442, -1.440], [3.135, -0.756, 0.025], [1.838, -1.840, 0.600], [2.138, -0.348, 1.515], [-0.034, -1.961, -0.499], [-3.924, -0.258, -0.280], [-3.515, 1.426, -0.189]]
}

<3>
{
  "formula": "C6H10N",
  "method": "the ωB97M-V functional and the def2-TZVPD basis",
  "orbital_gap_ev": 9.7,
  "lumo_ev": -3.5,
  "smiles": "C=C1C[NH2+]CC1=C",
  "charge": 1,
  "symbols": ["C", "C", "C", "N", "C", "C", "C", "H", "H", "H", "H", "H", "H", "H", "H", "H", "H"],
  "coordinates": [[-1.668, -1.482, -0.156], [-0.652, -0.638, 0.004], [0.739, -1.224, 0.261], [1.591, -0.107, -0.296], [1.064, 1.180, 0.189], [-0.748, 0.818, 0.030], [-1.758, 1.644, -0.027], [-1.544, -2.596, -0.062], [-2.607, -1.112, -0.439], [0.861, -1.317, 1.255], [0.797, -2.057, -0.385], [2.532, -0.336, -0.173], [1.571, -0.009, -1.288], [1.465, 1.916, -0.469], [1.345, 1.133, 1.286], [-1.667, 2.751, -0.119], [-2.731, 1.295, 0.038]]
}

<4>
{
  "formula": "C6H10N",
  "method": "the ωB97M-V functional and the def2-TZVPD basis",
  "orbital_gap_ev": 9.5,
  "lumo_ev": -5.1,
  "charge": 1,
  "symbols": ["C", "C", "C", "C", "C", "C", "N", "H", "H", "H", "H", "H", "H", "H", "H", "H", "H"],
  "coordinates": [[-2.899, 0.681, 1.123], [-1.682, 0.357, 0.821], [-0.932, -0.682, -0.133], [-0.288, 0.329, 0.645], [-0.886, -2.081, 0.400], [1.885, 0.960, -0.853], [0.630, 1.671, -0.331], [-1.394, -0.621, -1.163], [0.245, 0.045, 1.517], [-0.937, -2.164, 1.437], [0.112, -2.668, 0.151], [-1.794, -2.604, 0.067], [2.642, 1.688, -1.259], [2.428, 0.370, -0.078], [1.779, 0.284, -1.764], [-0.026, 2.194, -0.938], [1.116, 2.240, 0.360]]
}

Quick one: least stable of them? <4>

<1>
{
  "formula": "C6H10N",
  "method": "the ωB97M-V functional and the def2-TZVPD basis",
  "orbital_gap_ev": 10.5,
  "lumo_ev": -3.4,
  "smiles": "C=C=C[C@@]1(C)C[NH2+]1",
  "charge": 1,
  "symbols": ["C", "C", "C", "C", "C", "C", "N", "H", "H", "H", "H", "H", "H", "H", "H", "H", "H"],
  "coordinates": [[-3.179, -0.292, -0.831], [-2.176, -0.127, 0.000], [-1.061, -0.046, 0.744], [0.462, 0.053, 0.255], [0.539, 0.466, -1.156], [1.534, 0.451, 1.198], [1.510, -1.008, 0.789], [-3.803, 0.425, -1.311], [-3.708, -1.296, -0.791], [-1.127, 0.366, 1.815], [-0.294, 1.240, -1.355], [0.295, -0.358, -1.812], [1.551, 0.856, -1.507], [2.328, 1.123, 1.123], [1.187, 0.477, 2.221], [1.092, -1.784, 1.355], [2.333, -1.208, 0.200]]
}

<2>
{
  "formula": "C6H10N",
  "method": "the ωB97M-V functional and the def2-TZVPD basis",
  "orbital_gap_ev": 11.5,
  "lumo_ev": -3.5,
  "charge": 1,
  "symbols": ["C", "C", "C", "C", "C", "C", "N", "H", "H", "H", "H", "H", "H", "H", "H", "H", "H"],
  "coordinates": [[-1.611, 0.626, -1.179], [-1.699, 1.210, 0.000], [1.471, -0.583, -0.988], [-1.055, -0.091, -0.027], [-1.217, -1.377, 0.630], [1.616, 0.995, 0.739], [0.860, 0.118, -0.140], [-1.636, 0.601, -2.232], [-1.933, 2.141, 0.460], [2.608, -0.578, -1.133], [0.896, -1.277, -1.606], [-2.234, -1.643, 0.609], [-0.847, -1.375, 1.689], [-0.649, -2.255, 0.196], [1.622, 0.363, 1.687], [1.122, 1.979, 0.761], [2.685, 1.145, 0.533]]
}

Quick one: least stable of them? <2>

<1>
{
  "formula": "C6H9N3O2",
  "method": "the ωB97M-V functional and the def2-TZVPD basis",
  "orbital_gap_ev": 9.6,
  "lumo_ev": 0.8,
  "smiles": "N[C@@H](Cc1c[nH]cn1)C(=O)O",
  "symbols": ["N", "C", "C", "C", "C", "N", "C", "N", "C", "O", "O", "H", "H", "H", "H", "H", "H", "H", "H", "H"],
  "coordinates": [[1.283, -2.094, -0.312], [-0.048, -1.569, -0.604], [-0.863, -0.871, 0.516], [-0.331, 0.467, 0.817], [0.610, 0.887, 1.717], [0.720, 2.234, 1.709], [-0.307, 2.622, 0.804], [-0.875, 1.613, 0.228], [-0.113, -0.811, -1.896], [0.719, -0.521, -2.694], [-1.325, -0.296, -2.041], [1.482, -2.552, -1.181], [1.845, -1.308, -0.142], [-0.635, -2.444, -0.943], [-0.824, -1.481, 1.411], [-1.872, -0.837, 0.153], [1.192, 0.201, 2.333], [1.073, 2.880, 2.432], [-0.479, 3.626, 0.539], [-1.252, 0.255, -2.846]]
}

<2>
{
  "formula": "C6H9N3O2",
  "method": "the ωB97M-V functional and the def2-TZVPD basis",
  "orbital_gap_ev": 10.5,
  "lumo_ev": 0.2,
  "smiles": "CCC1=NN=N[C@@H]1C(=O)OC",
  "symbols": ["C", "C", "C", "N", "N", "N", "C", "C", "O", "O", "C", "H", "H", "H", "H", "H", "H", "H", "H", "H"],
  "coordinates": [[2.881, 1.252, -0.085], [1.463, 0.568, -0.166], [0.369, 1.538, 0.073], [0.317, 2.645, 0.684], [-0.990, 3.080, 0.876], [-1.807, 2.361, 0.279], [-1.255, 1.298, -0.336], [-2.202, 0.099, -0.475], [-2.698, -0.205, -1.555], [-2.485, -0.486, 0.676], [-3.427, -1.552, 0.698], [2.897, 1.984, -0.835], [3.627, 0.530, -0.137], [2.867, 1.889, 0.754], [1.398, -0.009, 0.727], [1.248, 0.015, -1.037], [-1.055, 1.679, -1.398], [-3.283, -1.922, 1.763], [-3.187, -2.258, -0.236], [-4.435, -1.253, 0.499]]
}

<3>
{
  "formula": "C6H9N3O2",
  "method": "the ωB97M-V functional and the def2-TZVPD basis",
  "orbital_gap_ev": 9.6,
  "lumo_ev": 0.4,
  "smiles": "N[C@@H](Cc1c[nH]cn1)C(=O)O",
  "symbols": ["N", "C", "C", "C", "C", "N", "C", "N", "C", "O", "O", "H", "H", "H", "H", "H", "H", "H", "H", "H"],
  "coordinates": [[-1.321, 0.895, 1.493], [-1.407, 0.920, 0.079], [-0.094, 1.481, -0.599], [1.195, 0.488, -0.451], [2.479, 0.826, -0.347], [3.163, -0.229, 0.158], [2.168, -1.179, 0.524], [1.051, -0.842, 0.063], [-2.188, -0.386, -0.339], [-3.337, -0.489, -0.112], [-1.332, -1.470, -0.640], [-0.506, 0.238, 1.715], [-2.071, 0.241, 1.731], [-2.176, 1.600, -0.277], [-0.428, 1.473, -1.658], [0.012, 2.538, -0.393], [3.046, 1.637, -0.906], [4.189, -0.347, 0.254], [2.502, -2.153, 0.845], [-0.380, -1.216, -0.497]]
}

Quick one: least stable of them? <2>

<1>
{
  "formula": "C6H8N2",
  "method": "the ωB97M-V functional and the def2-TZVPD basis",
  "orbital_gap_ev": 9.4,
  "lumo_ev": 0.6,
  "symbols": ["C", "C", "C", "C", "C", "C", "H", "H", "H", "H", "H", "H", "H", "H", "N", "N"],
  "coordinates": [[1.439, 0.907, 0.065], [0.154, -1.049, 0.386], [-1.275, -1.404, 0.218], [-1.788, 0.169, -0.412], [-0.980, 1.081, 0.036], [0.202, 0.446, 0.924], [0.875, 0.920, -1.033], [2.201, 1.681, 0.265], [2.580, -0.288, -1.461], [-2.067, -1.422, 1.278], [-1.386, -2.141, -0.531], [-2.630, 0.181, -1.304], [-1.190, 2.052, -0.321], [0.291, 0.652, 2.058], [2.297, -0.377, -0.083], [1.279, -1.408, -0.086]]
}

<2>
{
  "formula": "C6H8N2",
  "method": "the ωB97M-V functional and the def2-TZVPD basis",
  "orbital_gap_ev": 10.1,
  "lumo_ev": 0.7,
  "symbols": ["C", "C", "C", "C", "C", "C", "H", "H", "H", "H", "H", "H", "H", "H", "N", "N"],
  "coordinates": [[-1.752, -0.821, -0.074], [-0.906, 0.273, 0.480], [0.294, -0.502, 1.126], [1.443, -0.841, -0.181], [0.034, 0.859, -0.566], [-1.270, 1.613, -0.259], [0.624, 0.204, 1.980], [0.020, -1.590, 1.552], [1.889, -2.151, -0.145], [2.535, -0.138, -0.176], [1.364, 0.056, -1.837], [0.592, 1.308, 0.279], [-0.912, 2.460, 0.307], [-2.180, 1.246, -0.657], [-2.429, -1.571, -0.539], [0.653, -0.404, -1.289]]
}

Quick one: least stable of them? <2>

<1>
{
  "formula": "C6H8N2",
  "method": "the ωB97M-V functional and the def2-TZVPD basis",
  "orbital_gap_ev": [6.9, 6.9],
  "lumo_ev": [-0.7, -0.7],
  "symbols": ["C", "C", "C", "C", "C", "C", "N", "N", "H", "H", "H", "H", "H", "H", "H", "H"],
  "coordinates": [[1.547, 1.490, 0.216], [0.339, 0.673, 0.212], [2.637, 0.611, -0.184], [-0.837, 1.349, 0.230], [-2.153, 0.800, -0.217], [0.155, -1.912, 0.239], [2.166, -0.650, -0.131], [0.861, -0.668, 0.027], [3.640, 0.702, -0.230], [-0.795, 2.402, 0.467], [-3.023, 1.458, -0.043], [-2.376, -0.258, -0.041], [-1.977, 1.057, -1.270], [0.772, -2.763, 0.127], [-0.396, -2.145, 1.201], [-0.560, -2.145, -0.604]]
}

<2>
{
  "formula": "C6H8N2",
  "method": "the ωB97M-V functional and the def2-TZVPD basis",
  "orbital_gap_ev": 9.9,
  "lumo_ev": 1.1,
  "smiles": "C1[C@@H]2[C@H]3N[C@@H]2[C@@H]2[C@H]3N12",
  "symbols": ["C", "C", "C", "N", "C", "C", "C", "N", "H", "H", "H", "H", "H", "H", "H", "H"],
  "coordinates": [[1.503, 0.649, -0.122], [0.114, 1.173, -0.325], [-0.678, 0.476, 0.920], [-1.781, 0.116, 0.046], [-0.815, -0.078, -1.062], [0.111, -1.280, -0.517], [0.082, -0.822, 0.894], [1.386, -0.710, 0.121], [2.337, 0.707, -0.925], [1.899, 1.152, 0.715], [-0.073, 2.305, -0.451], [-0.922, 0.872, 2.005], [-1.935, -0.992, 0.267], [-1.267, 0.065, -2.093], [0.137, -2.209, -1.176], [-0.099, -1.424, 1.703]]
}

<3>
{
  "formula": "C6H8N2",
  "method": "the ωB97M-V functional and the def2-TZVPD basis",
  "orbital_gap_ev": 9.6,
  "lumo_ev": 1.1,
  "smiles": "C1=NN2C[C@H]2[C@@H]2C[C@H]12",
  "symbols": ["C", "N", "N", "C", "C", "C", "C", "C", "H", "H", "H", "H", "H", "H", "H", "H"],
  "coordinates": [[0.308, 1.667, -0.017], [-0.954, 1.568, 0.184], [-1.362, 0.437, -0.416], [-2.245, -0.612, -0.030], [-0.761, -0.748, 0.091], [0.657, -0.898, -0.527], [1.698, -0.578, 0.480], [1.217, 0.604, -0.515], [0.619, 2.684, 0.080], [-2.706, -0.548, 0.937], [-2.887, -0.909, -0.846], [-0.596, -0.589, 1.157], [0.835, -1.591, -1.292], [2.672, -1.038, 0.335], [1.438, -0.407, 1.528], [2.068, 0.957, -1.148]]
}

<4>
{
  "formula": "C6H8N2",
  "method": "the ωB97M-V functional and the def2-TZVPD basis",
  "orbital_gap_ev": 8.2,
  "lumo_ev": 0.6,
  "smiles": "C1=C[C@@H]2CCN2N=C1",
  "symbols": ["C", "C", "C", "C", "C", "N", "N", "C", "H", "H", "H", "H", "H", "H", "H", "H"],
  "coordinates": [[-1.008, 1.362, -1.273], [-0.518, 0.135, -1.544], [0.407, -0.421, -0.533], [0.096, -1.735, 0.465], [1.004, -0.843, 1.591], [0.449, 0.312, 0.731], [0.192, 1.671, 0.960], [-0.510, 2.252, -0.098], [-1.804, 1.673, -1.940], [-0.797, -0.539, -2.444], [1.439, -0.537, -0.972], [-1.156, -1.831, 0.727], [0.439, -2.890, 0.075], [2.169, -1.086, 1.429], [0.649, -0.938, 2.729], [-1.051, 3.414, 0.097]]
}

Quick one: least stable of them? <4>